Molecular formula: C9H14
Method: DFT, wB97M-V/def2-TZVPD

Properties
Structure (SMILES): Cc1ccccc1.CC
Energy above the lowest of the compared OMol25 structures with the same formula, charge and spin in kcal/mol: 9.8
Strongest force on any atom in Eh/bohr: 0.0285

Cartesian coordinates (Å):
C 2.24510 0.71354 -0.85457
C 1.15251 -0.24997 -1.24230
C 1.46660 -1.52260 -1.70750
C 0.43956 -2.40363 -1.98248
C -0.88456 -2.15332 -1.61139
C -1.21385 -0.88031 -1.19060
C -0.17265 0.03589 -1.00168
H 1.95729 1.71728 -1.14652
H 3.20551 0.39492 -1.27632
H 2.49406 0.67923 0.21787
H 2.47481 -1.86012 -1.92502
H 0.60298 -3.35773 -2.46985
H -1.59989 -2.93468 -1.82759
H -2.19914 -0.66403 -0.81297
H -0.48990 1.04194 -0.76075
C -1.54393 2.05069 2.10442
C -0.86924 0.87085 2.80451
H -1.03231 2.18100 1.15335
H -2.57043 1.76688 1.88063
H -1.48259 2.94020 2.71656
H 0.10397 1.11166 3.26345
H -0.60280 0.09444 2.07521
H -1.48109 0.42787 3.59351

Here are the natural (NBO) charges for atoms 1 to 5, given in e: -0.6313 -0.0088 -0.2208 -0.1979 -0.2227